{"formula": "C3H5ClS", "method": "ωB97M-V/def2-TZVPD", "multiplicity": 1, "orbital_gap_ev": 8.58, "energy_ev": -26548.7456, "smiles": "CC(=S)CCl", "lumo_ev": -0.3, "molar_mass_g_mol": 108.6, "species": ["C", "C", "C", "H", "H", "H", "H", "H", "S", "Cl"], "positions_angstrom": [[-0.51134, 1.19266, -0.36628], [-0.53718, -0.25621, -0.09239], [0.76433, -0.87513, 0.58673], [-1.03805, 1.55036, -1.26483], [-1.12230, 1.54813, 0.46389], [0.56457, 1.44121, -0.38683], [1.05692, -0.56377, 1.53198], [0.43570, -1.91314, 0.66895], [-1.67452, -1.31840, -0.50829], [2.06186, -0.80571, -0.63296]], "forces_ev_per_angstrom": [[0.1, -0.1, -0.2], [1.2, -1.4, 0.1], [-2.6, -1.3, -2.6], [0.3, -0.6, 0.2], [0.5, 0.8, 0.3], [-0.7, 0.8, 0.3], [0.7, 1.3, 1.5], [0.6, 0.0, 0.1], [-0.3, 0.2, 0.0], [0.2, 0.2, 0.3]]}


{"formula": "C43H46BBr2F4N11O7S3Sr", "method": "ωB97M-V/def2-TZVPD", "multiplicity": 1, "orbital_gap_ev": 5.68, "energy_ev": -261047.6018, "lumo_ev": 3.5, "charge": -2, "molar_mass_g_mol": 1259.3, "species": ["Sr", "C", "C", "C", "C", "C", "C", "Br", "C", "C", "Br", "C", "O", "C", "N", "H", "H", "H", "H", "H", "H", "N", "N", "C", "O", "O", "H", "H", "H", "C", "C", "C", "C", "C", "C", "N", "N", "C", "C", "C", "C", "C", "N", "H", "H", "H", "H", "H", "H", "H", "H", "H", "N", "C", "O", "C", "C", "C", "C", "N", "C", "H", "H", "H", "H", "H", "H", "F", "B", "F", "F", "F", "N", "C", "C", "C", "C", "C", "C", "S", "O", "O", "N", "C", "S", "C", "C", "N", "H", "H", "H", "H", "H", "H", "H", "H", "C", "C", "C", "S", "O", "C", "C", "C", "H", "H", "H", "H", "H", "H", "H", "H", "H", "H", "H", "H", "H", "H"], "positions_angstrom": [[0.12720, -0.24592, -0.70323], [-2.83269, -1.73441, 1.95045], [-2.24320, -2.94351, 1.29233], [-2.80452, -4.21705, 1.54573], [-2.25577, -5.32790, 0.98417], [-1.13763, -5.19618, 0.13210], [-0.49494, -6.27419, -0.53156], [-1.09048, -8.06795, -0.25994], [0.55222, -6.05509, -1.37585], [1.01677, -4.75398, -1.59686], [2.47161, -4.49880, -2.79540], [0.47081, -3.62345, -0.97976], [0.87208, -2.43720, -1.15591], [-0.65419, -3.88843, -0.08381], [-1.20199, -2.79402, 0.50664], [-3.88024, -1.90297, 2.19859], [-2.77932, -0.87530, 1.28488], [-2.27832, -1.51794, 2.86516], [-3.68256, -4.28809, 2.17421], [-2.67739, -6.30829, 1.16266], [1.02976, -6.88219, -1.88317], [3.65565, -1.81365, 0.04065], [4.06891, -0.48111, 0.26033], [3.14174, 0.52288, 0.64668], [3.62138, 1.62060, 0.94751], [1.91863, 0.18299, 0.60279], [3.20839, -1.84285, -0.87271], [2.89725, -2.02557, 0.68594], [4.93808, -0.40857, 0.76456], [-2.55091, 2.10952, 4.36233], [-2.36111, 3.36230, 3.64738], [-1.63063, 3.38435, 2.52365], [-1.04509, 2.15558, 2.00823], [-0.81641, 1.01855, 2.96548], [-1.85161, 1.01389, 4.05517], [-0.96860, 1.91992, 0.72428], [-1.45042, 2.91048, -0.03729], [-1.27640, 2.81308, -1.37102], [-2.08356, 3.71271, -2.13673], [-1.98040, 3.75102, -3.49426], [-1.06919, 2.89329, -4.13652], [-0.34449, 2.04687, -3.33785], [-0.40890, 1.98320, -1.99809], [-3.27596, 2.06789, 5.16886], [-2.82295, 4.26391, 4.03196], [-1.50779, 4.28485, 1.94041], [-0.88679, 0.08614, 2.41552], [-1.99472, 0.08821, 4.60177], [-2.78206, 4.33073, -1.59060], [-2.61027, 4.41825, -4.07203], [-0.96533, 2.85979, -5.21223], [0.32975, 1.33332, -3.79995], [-4.97363, -0.41096, -4.59294], [-3.94259, -0.31902, -5.45304], [-4.04564, 0.13115, -6.58945], [-2.63305, -0.82434, -4.93087], [-1.78621, -1.54610, -5.75762], [-0.58982, -2.01258, -5.24086], [-0.26908, -1.71278, -3.92334], [-1.06146, -0.98368, -3.13617], [-2.22248, -0.56364, -3.63103], [-5.83452, 0.03972, -4.84789], [-4.88024, -0.80768, -3.66487], [-2.07969, -1.73745, -6.78242], [0.08925, -2.61144, -5.83392], [0.65563, -2.05426, -3.47167], [-2.84992, 0.00726, -2.95582], [-5.36821, -0.53414, -1.78063], [-4.54657, -1.63845, -1.44662], [-4.33820, -2.37501, -2.63973], [-5.16116, -2.43620, -0.47833], [-3.30585, -1.16864, -0.97456], [-1.73335, 1.16814, 9.82835], [-1.04103, 1.35852, 8.62440], [-0.52376, 0.26827, 7.92580], [0.12182, 0.45087, 6.71643], [0.25000, 1.72567, 6.18377], [-0.26925, 2.81478, 6.86473], [-0.90923, 2.63362, 8.07905], [1.11080, 2.01272, 4.65809], [0.69247, 3.29494, 4.19064], [2.49481, 1.74218, 4.91964], [0.57385, 0.88389, 3.59934], [1.07302, -0.42767, 3.67422], [2.70462, -0.84124, 4.08638], [2.31335, -2.49500, 3.82096], [1.01449, -2.61838, 3.46701], [0.30869, -1.44344, 3.41214], [-1.48492, 0.32099, 10.31444], [-1.71261, 1.96504, 10.44479], [-0.63457, -0.73154, 8.32997], [0.51249, -0.40907, 6.18687], [-0.19095, 3.79937, 6.42386], [-1.32681, 3.48620, 8.60308], [3.05373, -3.27103, 3.92370], [0.51144, -3.54299, 3.22149], [4.50896, 3.38052, -1.75214], [5.20833, 2.38310, -2.67248], [4.57155, 0.99348, -2.65656], [2.82725, 1.00884, -3.11580], [2.18641, -0.16411, -2.42952], [2.96274, 0.44401, -4.82756], [3.61342, 1.43801, -5.77953], [2.86928, 2.76716, -5.86227], [5.08827, 4.30345, -1.68049], [4.37809, 2.96428, -0.75049], [3.51603, 3.63967, -2.12356], [6.24508, 2.25452, -2.34680], [5.25951, 2.77324, -3.69444], [4.54260, 0.59150, -1.63701], [5.09768, 0.27724, -3.29307], [1.92746, 0.24023, -5.11410], [3.48929, -0.51264, -4.78817], [3.64774, 0.97360, -6.76918], [4.65437, 1.60251, -5.48845], [1.83581, 2.61402, -6.17962], [3.34699, 3.43997, -6.57645], [2.83411, 3.27111, -4.89534]], "forces_ev_per_angstrom": [[-0.9, -0.1, -0.3], [0.0, 0.0, 0.0], [-0.1, 0.0, 0.0], [0.0, 0.0, 0.0], [0.0, 0.0, 0.0], [0.0, 0.0, 0.0], [0.0, 0.1, 0.0], [0.0, 0.0, 0.0], [0.0, 0.0, 0.0], [0.0, -0.1, 0.0], [0.0, 0.0, 0.0], [-0.1, 0.1, 0.1], [0.4, -0.6, -0.2], [0.0, 0.0, 0.0], [0.0, 0.0, 0.0], [0.0, 0.0, 0.0], [0.0, 0.0, 0.0], [0.0, 0.0, 0.0], [0.0, 0.0, 0.0], [0.0, 0.0, 0.0], [0.0, 0.0, 0.0], [0.0, 0.0, 0.1], [0.0, 0.0, 0.0], [0.0, -0.1, 0.1], [0.1, 0.0, 0.0], [0.8, 0.2, 0.6], [0.0, 0.0, 0.0], [0.0, 0.0, 0.0], [0.0, 0.0, 0.0], [0.0, 0.0, 0.0], [0.0, 0.0, 0.0], [0.0, 0.0, 0.0], [-0.1, -0.1, 0.0], [0.0, 0.0, 0.0], [-0.1, 0.0, 0.0], [0.1, 0.2, -0.1], [-0.1, -0.1, 0.0], [0.0, 0.2, 0.0], [0.1, 0.0, 0.0], [0.0, 0.0, 0.0], [0.0, 0.0, 0.0], [0.1, -0.1, 0.0], [-0.3, 0.1, 0.0], [0.0, 0.0, 0.0], [0.0, 0.0, 0.0], [0.0, 0.0, 0.0], [0.0, 0.0, -0.1], [0.0, 0.0, 0.0], [0.0, 0.0, 0.0], [0.0, 0.0, 0.0], [0.0, 0.0, 0.0], [0.0, 0.0, 0.0], [0.2, 0.2, -0.2], [-0.2, 0.0, 0.1], [0.0, 0.0, -0.1], [0.0, 0.0, 0.0], [0.0, 0.0, 0.0], [0.0, 0.0, 0.0], [0.0, 0.0, 0.0], [0.1, -0.1, 0.0], [0.0, 0.0, 0.1], [0.0, 0.0, 0.0], [-0.1, 0.0, -0.2], [0.0, 0.0, 0.0], [0.0, 0.0, 0.0], [0.0, 0.0, 0.0], [0.0, 0.0, 0.0], [0.0, 0.0, 0.1], [0.1, -0.2, 0.2], [0.0, -0.1, 0.1], [0.0, 0.1, 0.0], [-0.1, 0.1, 0.0], [0.0, 0.0, 0.0], [0.0, 0.0, 0.0], [0.0, 0.0, 0.0], [0.1, 0.0, 0.0], [0.0, 0.1, 0.1], [0.0, 0.0, 0.0], [0.0, 0.0, 0.0], [-0.1, 0.2, 0.1], [0.1, 0.0, 0.0], [0.0, -0.1, 0.0], [0.0, -0.1, -0.1], [-0.2, 0.1, 0.1], [0.1, 0.0, -0.2], [0.0, 0.0, 0.0], [0.0, 0.0, 0.0], [0.0, 0.0, -0.1], [0.0, 0.0, 0.0], [0.0, 0.0, 0.0], [0.0, 0.0, 0.0], [0.0, 0.0, 0.0], [0.0, 0.0, 0.0], [0.0, 0.0, 0.0], [0.0, 0.0, 0.0], [0.0, 0.0, 0.0], [0.0, 0.0, 0.0], [0.0, 0.0, 0.0], [0.0, 0.0, 0.0], [-0.1, 0.0, 0.1], [-0.1, 0.1, 0.0], [0.0, 0.0, 0.0], [0.0, 0.0, 0.0], [0.0, 0.0, 0.0], [0.0, 0.0, 0.0], [0.0, 0.0, 0.0], [0.0, 0.0, 0.0], [0.0, 0.0, 0.0], [0.0, 0.0, 0.0], [0.0, 0.0, 0.0], [0.0, 0.0, 0.0], [0.0, 0.0, 0.0], [0.0, 0.0, 0.0], [0.0, 0.0, 0.0], [0.0, 0.0, 0.0], [0.0, 0.0, 0.0], [0.0, 0.0, 0.0], [0.0, 0.0, 0.0]]}


{"formula": "C5H11N3O3", "method": "ωB97M-V/def2-TZVPD", "multiplicity": 1, "orbital_gap_ev": 10.17, "energy_ev": -15971.2172, "smiles": "O=NN(O)N1CCC[C@H]1CO", "lumo_ev": 0.4, "molar_mass_g_mol": 161.2, "species": ["C", "C", "C", "C", "C", "H", "H", "H", "H", "H", "H", "H", "H", "H", "H", "H", "N", "N", "N", "O", "O", "O"], "positions_angstrom": [[-0.80924, -1.23034, -1.51774], [-0.77723, -0.82630, -0.06329], [-2.17127, -0.50224, 0.46294], [-2.32026, 0.98300, 0.20810], [-0.94108, 1.51623, 0.60185], [0.96840, -0.36667, -1.89339], [-1.13995, -2.30201, -1.58705], [-1.53031, -0.58704, -2.05071], [-0.23173, -1.59091, 0.49229], [-2.23610, -0.72874, 1.54300], [-2.99327, -1.13021, -0.01303], [-2.51630, 1.14158, -0.87122], [-3.21435, 1.32855, 0.76384], [-0.81566, 1.55000, 1.73110], [-0.67977, 2.53234, 0.25665], [1.05229, 0.61001, 2.67555], [-0.04043, 0.47751, 0.09239], [1.08513, 0.38264, 0.78099], [2.33076, 0.22736, 0.30196], [0.51242, -1.22328, -2.08615], [0.96215, -0.15431, 2.04868], [2.50329, 0.41364, -0.89073]], "forces_ev_per_angstrom": [[0.9, -0.8, -0.5], [-0.1, 0.2, 0.0], [-0.8, -1.6, 0.1], [-0.7, 0.1, -0.2], [-0.2, 0.5, 1.4], [-0.6, -0.7, -0.1], [0.1, 1.0, 0.0], [0.3, -0.2, -0.2], [-0.1, 0.1, 0.1], [0.1, 0.2, -0.4], [1.1, 0.8, 0.4], [0.2, 0.1, 0.5], [0.8, 0.4, -0.2], [-0.5, 0.0, -1.0], [-0.1, -0.6, -0.2], [0.0, -1.0, -0.8], [-1.1, -0.2, -1.4], [1.6, 0.2, 0.3], [0.3, 0.0, -0.8], [-0.6, 0.6, 0.2], [0.3, 0.7, 1.5], [-0.7, 0.0, 1.1]]}


multiplicity of number 3 (C5H11N3O3)? 1